Record 1
# C7H10

The ion C7H10 with charge +1 at a distorted geometry (ωB97M-V with the def2-TZVPD basis set, the OMol25 dataset).

XYZ file:
```
17
Properties=species:S:1:pos:R:3:forces:R:3:lowdin_charge:R:1
C 1.58603 -1.34732 0.07941 0.1 -0.7 0.0 -0.01
C 0.13622 -0.99882 0.25511 1.4 0.5 1.0 -0.23
C -0.77917 -1.93709 0.63554 -1.2 0.8 0.8 0.21
C -1.36764 0.81313 0.97289 0.0 0.4 0.8 0.23
C -0.25196 0.39154 0.25504 -0.9 -0.2 -0.6 -0.19
C 0.50547 1.41059 -0.48960 -0.1 -1.8 -0.8 -0.11
C 0.04365 1.86332 -1.65369 0.4 0.3 -0.3 0.10
H 1.70006 -2.20572 -0.58251 0.0 0.1 -0.1 0.10
H 2.24186 -0.55106 -0.25345 -0.2 0.0 -0.1 0.08
H 1.96982 -1.69730 1.04507 -0.1 0.1 0.0 0.12
H -1.78706 -1.54804 0.75807 0.0 -0.4 0.0 0.09
H -0.65348 -2.94454 1.00789 0.6 -0.2 -0.7 0.11
H -1.80765 1.80573 0.93979 0.4 0.1 -0.5 0.11
H -1.72186 0.27687 1.83923 -0.3 -0.6 -0.2 0.10
H 1.57345 1.31096 -0.35846 0.2 1.1 0.5 0.11
H 0.67471 2.53508 -2.21697 0.1 -0.1 -0.2 0.08
H -0.83280 1.50029 -2.18190 -0.4 0.4 0.6 0.09
```
Positions in Å, forces in eV/Å.

The multiplicity is 2. The value obtained for the HOMO-LUMO gap (alpha / beta) is 9.1 / 6.3 eV. The largest force on an atom is 1.95 eV/Å. Its net charge is +1. The value obtained for the energy relative to the best compared isomer or geometry (same formula, charge and spin) is 138.7 kJ/mol. The total energy is -272.314769 hartree. The value obtained for the HOMO energy (alpha / beta) is -14.48 / -14.19 eV.

Record 2
# C24H41GeN5NiS3Si3

A structure of composition C24H41GeN5NiS3Si3 at a distorted geometry (ωB97M-V with the def2-TZVPD basis set, the OMol25 dataset).

XYZ file:
```
78
Properties=species:S:1:pos:R:3:forces:R:3:lowdin_charge:R:1
Ni -0.01127 0.04018 -0.01782 -1.1 0.3 -0.2 -0.03
C -1.39422 -0.19544 4.11878 0.0 0.0 0.0 0.01
C -0.95919 -0.35939 2.69882 -0.1 -0.4 0.1 -0.25
N -0.62945 0.56899 1.89382 0.2 0.1 -0.1 0.01
N -0.68677 1.88123 2.21824 0.0 0.0 -0.3 0.02
C -0.41968 2.81430 1.25290 0.0 -0.1 0.2 -0.76
N -0.54938 4.08401 1.65889 -0.1 0.1 -0.1 0.13
S 0.07045 2.41841 -0.28834 0.1 0.0 0.0 0.81
C -0.92598 -1.72658 2.09025 0.0 0.4 0.1 -0.22
C -1.32144 -2.84789 2.78575 -0.1 -0.2 0.1 0.00
C -1.34099 -4.07339 2.12442 0.0 0.1 0.1 -0.02
C -0.98387 -4.12214 0.79489 0.0 0.0 -0.1 -0.01
C -0.57890 -2.94673 0.17069 -0.1 -0.1 0.0 -0.11
N -0.53305 -1.78782 0.80963 0.2 0.0 0.0 0.06
H -1.53279 0.84028 4.41841 0.0 0.0 0.0 0.08
H -0.64291 -0.63373 4.77951 0.0 0.0 0.0 0.11
H -2.33890 -0.71145 4.29034 0.0 0.0 0.0 0.10
H -1.00777 2.16451 3.12932 0.0 0.0 0.1 0.14
H -1.05544 4.33009 2.49453 0.1 0.0 0.0 0.12
H -0.43826 4.80252 0.96216 0.0 0.0 0.0 0.11
H -1.61667 -2.78204 3.82339 0.0 0.0 0.0 0.12
H -1.64315 -4.96981 2.64930 0.0 0.0 0.0 0.12
H -1.00712 -5.04794 0.23746 0.0 0.0 0.0 0.12
H -0.29342 -2.91748 -0.87402 0.0 0.0 0.0 0.10
S -0.03998 -0.47307 -2.32789 0.0 0.0 0.1 0.65
C -1.70803 -0.24324 -1.96178 0.0 0.0 -0.1 -1.08
N -2.04262 0.10038 -0.74609 0.0 -0.1 0.0 -0.06
C -3.41840 0.22079 -0.59591 0.3 0.0 0.1 -0.30
C -4.09117 0.56611 0.57304 0.0 0.0 0.1 -0.03
C -5.47124 0.64712 0.55015 0.0 0.0 0.0 -0.08
C -6.18479 0.38714 -0.62355 0.0 0.0 0.0 -0.08
C -5.52626 0.04036 -1.78990 0.0 0.0 0.0 -0.08
C -4.13796 -0.04004 -1.76491 -0.1 0.0 -0.1 -0.46
S -3.04131 -0.44432 -3.05612 0.0 0.0 -0.1 1.07
H -3.53361 0.76262 1.48206 0.0 0.0 0.0 0.09
H -6.00896 0.91564 1.45035 0.0 0.0 0.0 0.10
H -7.26429 0.45803 -0.62190 0.0 0.0 0.0 0.11
H -6.07865 -0.16552 -2.69726 0.0 0.0 0.0 0.11
C 3.12946 -1.96488 -2.68915 0.0 0.1 -0.2 -0.22
Si 3.39043 -2.02888 -0.85173 -0.3 0.0 0.3 0.33
C 2.69270 -3.60264 -0.11978 -0.1 -0.2 0.0 -0.21
C 5.22147 -2.10548 -0.50758 0.2 0.0 0.0 -0.20
Ge 2.40619 -0.12243 0.32735 1.2 0.0 0.0 0.69
Si 3.61635 1.82011 -0.50929 -0.5 -0.1 0.0 0.31
C 3.35589 3.33274 0.56418 0.0 0.1 0.1 -0.22
C 2.99015 2.05689 -2.25163 0.0 0.2 -0.2 -0.23
C 5.44751 1.49291 -0.49585 0.2 -0.1 -0.1 -0.20
Si 2.92804 -0.33496 2.68204 -0.3 -0.1 -0.1 0.32
C 2.35782 -1.98275 3.37378 0.0 -0.1 0.0 -0.21
C 2.19066 1.02757 3.73561 -0.1 0.2 0.1 -0.21
C 4.77327 -0.24152 2.92374 0.2 0.0 0.0 -0.20
H 3.41251 -2.92496 -3.13189 0.0 0.0 0.0 0.04
H 3.75362 -1.19272 -3.14461 0.0 0.0 0.0 0.03
H 2.09526 -1.76479 -2.96162 0.0 -0.1 0.0 -0.05
H 3.23616 -4.47437 -0.49832 0.0 0.1 0.0 0.05
H 1.64140 -3.74508 -0.35974 0.1 0.0 0.0 -0.01
H 2.79283 -3.59247 0.96791 0.0 0.0 0.0 0.02
H 5.58656 -3.06702 -0.88425 0.0 0.0 0.0 0.05
H 5.45339 -2.06069 0.55605 0.0 0.0 0.0 0.01
H 5.78462 -1.32421 -1.01211 0.0 0.0 0.0 0.01
H 2.44919 3.86859 0.29423 -0.1 0.0 0.0 -0.01
H 4.19931 4.02112 0.44988 0.0 -0.1 0.0 0.04
H 3.29075 3.05941 1.61882 0.0 0.1 0.0 0.01
H 1.91754 1.86209 -2.30965 0.0 0.0 -0.1 -0.03
H 3.49047 1.36674 -2.93482 0.0 0.0 0.0 0.03
H 3.16747 3.07281 -2.61806 0.0 -0.1 0.0 0.04
H 5.81358 1.21848 0.49245 0.0 0.0 0.0 0.02
H 5.96424 2.41009 -0.79827 0.0 0.0 0.0 0.05
H 5.73648 0.71210 -1.19486 0.0 0.0 0.0 0.01
H 1.36555 -2.26954 3.02476 0.0 0.0 0.0 0.00
H 2.34284 -1.96058 4.46849 0.0 0.0 0.0 0.04
H 3.04695 -2.77625 3.07381 0.0 0.0 0.0 0.03
H 1.10325 1.07138 3.66570 0.1 0.0 0.1 -0.02
H 2.58127 2.00731 3.45425 0.0 0.0 0.0 0.02
H 2.45056 0.85450 4.78465 0.0 0.0 0.0 0.04
H 5.30931 -1.00469 2.36049 0.0 0.0 0.0 0.01
H 4.99127 -0.39754 3.98536 0.0 0.0 0.0 0.05
H 5.17354 0.73329 2.64402 0.0 0.0 0.0 0.02
```
Positions in Å, forces in eV/Å.

The multiplicity is 2. The value obtained for the HOMO-LUMO gap (alpha / beta) is 6.3 / 6.9 eV. The largest force on an atom is 1.20 eV/Å. Its net charge is +1. The value obtained for the energy relative to the best compared isomer or geometry (same formula, charge and spin) is 0.0 kJ/mol. The total energy is -6861.136498 hartree. The value obtained for the HOMO energy (alpha / beta) is -10.30 / -10.27 eV.

Record 3
# C20H23NO5S

An isolated molecule of C20H23NO5S (ωB97M-V with the def2-TZVPD basis set, the OMol25 dataset).

XYZ file:
```
50
Properties=species:S:1:pos:R:3:forces:R:3:lowdin_charge:R:1
C -5.41553 -3.22366 -0.77801 -0.2 0.0 -0.2 -0.09
O -4.38859 -3.15906 0.18170 0.3 0.0 0.2 -0.08
C -3.32693 -2.34113 -0.05426 0.1 0.1 0.1 -0.28
C -3.17099 -1.53627 -1.17779 -0.3 -0.2 0.0 -0.01
C -2.04684 -0.73754 -1.30396 0.2 -0.1 0.2 -0.04
C -1.05981 -0.72259 -0.32859 -0.1 0.1 -0.2 -0.21
C 0.16282 0.14638 -0.51857 0.0 -0.3 -0.2 -0.08
N 0.75489 0.58611 0.72605 0.0 0.1 0.0 -0.01
C 1.76875 -0.08228 1.33867 0.0 0.0 0.0 -0.41
O 2.16124 0.20855 2.45396 0.2 -0.1 0.2 0.09
C 2.42077 -1.18445 0.56258 0.4 0.1 -0.1 -0.08
C 2.31665 -2.50544 0.95925 0.0 0.2 -0.1 -0.01
C 3.01264 -3.49835 0.28882 0.0 -0.1 0.0 -0.08
C 3.83545 -3.15879 -0.76755 -0.1 -0.1 0.1 -0.08
C 3.97158 -1.83731 -1.16332 0.1 0.3 -0.1 -0.01
C 3.26856 -0.83886 -0.50279 -0.2 -0.1 0.1 -0.23
O 3.31853 0.48943 -0.81260 -0.2 -0.3 0.3 -0.08
C 4.18650 0.90983 -1.83810 0.2 0.1 -0.2 -0.07
C 0.29105 1.80454 1.36310 0.2 -0.1 0.7 -0.29
C -1.19837 1.80086 1.77123 0.1 -0.2 0.3 -0.14
C -2.08385 2.21260 0.61384 0.5 0.4 -0.3 -0.18
S -1.03602 3.33175 -0.37838 -0.2 0.2 -0.1 0.69
O -0.96502 2.86436 -1.74076 0.1 -0.3 -0.1 -0.34
O -1.43874 4.69734 -0.18716 0.0 0.2 0.4 -0.32
C 0.54093 3.02607 0.49259 -0.7 0.0 -0.2 -0.13
C -1.21975 -1.53308 0.78941 -0.1 0.0 -0.1 -0.03
C -2.33681 -2.32868 0.92933 -0.2 -0.1 -0.1 0.01
H -5.04252 -3.58250 -1.74261 0.0 0.0 0.0 0.10
H -5.90113 -2.25191 -0.91408 0.0 0.0 0.0 0.10
H -6.14026 -3.93527 -0.38580 0.0 0.1 -0.1 0.09
H -3.91508 -1.51820 -1.95806 -0.1 0.0 -0.1 0.10
H -1.93853 -0.10902 -2.17632 0.0 0.1 -0.1 0.12
H -0.09537 1.01450 -1.12888 0.1 -0.2 0.0 0.10
H 0.90480 -0.43376 -1.07339 -0.1 0.2 0.0 0.14
H 1.68796 -2.75540 1.80004 -0.1 0.0 0.1 0.12
H 2.91755 -4.52762 0.59735 0.0 -0.1 0.0 0.10
H 4.38802 -3.92366 -1.29249 0.0 -0.1 0.0 0.11
H 4.62951 -1.59825 -1.98370 0.0 0.1 -0.1 0.10
H 5.22683 0.65758 -1.61191 0.0 0.0 0.0 0.10
H 4.08186 1.99248 -1.88653 0.0 -0.1 0.0 0.09
H 3.90607 0.47761 -2.80404 0.0 0.0 0.0 0.10
H 0.89434 1.86290 2.27890 -0.2 0.1 -0.3 0.15
H -1.47025 0.81343 2.14527 0.0 0.1 0.0 0.12
H -1.31345 2.51719 2.58638 0.0 0.0 0.0 0.13
H -2.37304 1.38232 -0.02215 0.0 0.0 -0.1 0.08
H -2.95733 2.77496 0.92450 -0.1 0.1 -0.1 0.11
H 0.73591 3.91630 1.08149 0.0 0.1 0.1 0.11
H 1.33040 2.86880 -0.23477 0.0 0.0 -0.1 0.11
H -0.46458 -1.53782 1.56099 0.0 0.0 0.1 0.11
H -2.46830 -2.95725 1.79567 0.0 -0.1 0.1 0.12
```
Positions in Å, forces in eV/Å.

The value obtained for the HOMO-LUMO gap is 9.2 eV. The largest force on an atom is 0.73 eV/Å. The value obtained for the energy relative to the best compared isomer or geometry (same formula, charge and spin) is 180.0 kJ/mol. The total energy is -1605.044219 hartree. The value obtained for the HOMO energy is -8.59 eV. The SMILES is COc1ccc(CN(C(=O)c2ccccc2OC)[C@@H]2CCS(=O)(=O)C2)cc1.